No. 1
One molecule with the formula C3H4O2. Source: OMol25; level of theory: ωB97M-V with the def2-TZVPD basis set.

ORCA input file:
```
! wB97M-V def2-TZVPD RIJCOSX def2/J DEFGRID3
* xyz 0 1
C 0.614 0.449 -0.649
C -0.602 0.257 0.035
C -0.677 -0.973 0.773
O 1.184 -0.759 -0.744
O -0.335 0.049 1.480
H 0.422 0.948 -1.553
H 1.317 1.113 -0.140
H -1.514 0.920 -0.133
H -0.408 -2.003 0.933
*
```

As for the HOMO-LUMO gap (alpha / beta): 8.84 / 6.70 eV. The calculation puts the HOMO energy (alpha / beta) at -9.16 / -8.02 eV. The value obtained for the LUMO energy (alpha / beta) is -0.33 / -1.33 eV.

---

No. 2
An isolated ion of composition C3H5BrN3O2 and charge +1. Source: OMol25; level of theory: ωB97M-V with the def2-TZVPD basis set.

ORCA input file:
```
! wB97M-V def2-TZVPD RIJCOSX def2/J DEFGRID3
* xyz 1 1
C 0.191 1.252 -0.521
C 1.149 0.609 0.119
C 0.677 -0.566 0.861
N -1.281 0.016 0.878
N 0.469 -1.733 -0.073
N -1.206 0.908 -0.274
O 0.529 -2.819 0.394
O 0.037 -1.382 -1.161
Br 2.910 1.214 -0.037
H 0.446 1.930 -1.322
H 1.121 -0.887 1.885
H -1.598 -0.887 0.590
H -1.933 1.590 -0.058
H -1.511 0.755 -1.281
*
```

As for the HOMO-LUMO gap: 8.42 eV. The calculation puts the HOMO energy at -14.48 eV. The value obtained for the LUMO energy is -6.05 eV.

---

No. 3
C16H14F9N7O3V as an isolated structure. Source: OMol25; level of theory: ωB97M-V with the def2-TZVPD basis set.

ORCA input file:
```
! wB97M-V def2-TZVPD RIJCOSX def2/J DEFGRID3
* xyz 1 3
V -0.383 0.212 -2.501
N -0.164 -1.312 -3.992
N -0.365 -0.659 -5.232
C -0.930 0.622 -5.195
O -1.359 1.156 -6.166
O -0.879 1.169 -3.962
H 0.722 -1.811 -4.024
H -0.903 -1.991 -3.804
H -0.635 -1.240 -6.013
F -3.576 1.138 -2.069
C -3.767 0.066 -1.285
F -4.140 -0.944 -2.062
F -4.735 0.332 -0.419
C -2.425 -0.278 -0.573
O -1.553 -0.795 -1.505
C -2.657 -1.314 0.564
F -3.185 -0.723 1.635
F -1.493 -1.870 0.918
F -3.468 -2.284 0.159
C -1.798 1.013 0.029
F -1.154 1.673 -1.022
F -2.642 1.862 0.553
F -0.835 0.733 0.901
C 1.521 -1.584 -0.187
C 1.936 -0.221 -0.606
N 1.462 0.453 -1.650
C 2.107 1.686 -1.674
C 2.965 1.741 -0.636
N 2.852 0.532 0.027
C 3.425 0.269 1.349
N 2.588 0.809 2.376
N 2.494 2.169 2.451
N 1.506 2.487 3.180
C 0.876 1.331 3.603
C -0.259 1.162 4.400
C -0.672 -0.128 4.634
C 0.035 -1.231 4.112
C 1.161 -1.078 3.335
C 1.557 0.237 3.077
H 0.850 -2.016 -0.928
H 0.989 -1.555 0.764
H 2.386 -2.241 -0.088
H 1.902 2.422 -2.434
H 3.627 2.516 -0.293
H 4.400 0.747 1.391
H 3.541 -0.802 1.491
H -0.779 2.017 4.810
H -1.546 -0.310 5.245
H -0.313 -2.230 4.341
H 1.712 -1.936 2.973
*
```

As for the HOMO-LUMO gap (alpha / beta): 8.25 / 8.73 eV. The calculation puts the HOMO energy (alpha / beta) at -11.95 / -11.95 eV. The value obtained for the LUMO energy (alpha / beta) is -3.70 / -3.22 eV. Its expectation value of S² is 2.010.

---

No. 4
A 17-piece molecular cluster, C57H142N6O17 overall. Source: OMol25; level of theory: ωB97M-V with the def2-TZVPD basis set.

ORCA input file:
```
! wB97M-V def2-TZVPD RIJCOSX def2/J DEFGRID3
* xyz 0 1
C -23.215 37.579 14.985
O -22.867 38.488 13.983
H -22.634 36.672 14.819
H -23.296 37.984 15.994
H -24.247 37.252 14.857
H -23.042 39.292 14.477
C -33.220 33.362 9.625
O -32.683 34.651 9.640
H -33.399 32.974 8.622
H -32.643 32.564 10.092
H -34.168 33.345 10.164
H -32.033 34.711 10.344
C -31.130 21.772 18.756
O -29.825 21.571 18.239
H -31.873 20.978 18.694
H -30.909 22.101 19.772
H -31.657 22.577 18.244
H -29.522 22.220 17.599
O -22.088 32.253 18.645
H -22.015 32.396 19.588
H -21.199 32.381 18.313
O -27.114 32.763 17.251
H -27.602 33.156 17.975
H -26.208 32.735 17.559
O -27.690 26.400 6.888
H -27.616 26.564 7.828
H -28.602 26.605 6.681
O -29.214 34.817 13.060
H -28.886 34.303 13.798
H -28.450 35.304 12.749
O -25.636 22.579 5.134
H -24.956 23.206 4.888
H -26.201 23.063 5.737
O -27.876 32.627 5.366
H -28.745 32.942 5.618
H -27.626 32.026 6.068
O -27.221 19.670 8.223
H -27.625 18.820 8.050
H -26.796 19.907 7.399
O -21.200 25.398 4.121
H -21.648 26.147 4.514
H -21.149 25.612 3.189
C -23.537 14.329 15.270
C -22.893 15.354 14.245
C -21.385 15.505 14.595
C -20.541 14.440 13.909
C -20.711 14.267 12.448
C -22.196 14.085 12.084
N -23.088 15.081 12.813
O -24.424 15.041 12.489
C -22.405 14.389 10.622
C -22.568 12.618 12.358
C -23.500 16.697 14.663
H -24.594 14.188 15.047
H -23.515 14.729 16.284
H -22.987 13.392 15.361
H -20.917 16.447 14.310
H -21.240 15.447 15.674
H -20.803 13.467 14.323
H -19.487 14.632 14.109
H -20.065 13.409 12.260
H -20.206 15.118 11.992
H -21.805 13.668 10.067
H -23.432 14.372 10.258
H -22.172 15.426 10.380
H -23.490 12.376 11.829
H -21.831 11.823 12.243
H -22.824 12.523 13.413
H -23.116 17.484 14.014
H -23.406 17.030 15.696
H -24.587 16.678 14.594
H -24.563 15.920 12.130
C -16.329 24.787 21.734
C -17.856 24.792 21.355
C -18.196 23.340 20.856
C -19.712 23.136 20.621
C -20.408 23.564 21.878
C -20.236 25.031 22.325
N -18.738 25.234 22.454
O -18.618 26.501 22.942
C -20.949 25.978 21.343
C -21.021 25.182 23.717
C -17.995 25.630 20.080
H -16.120 24.122 22.572
H -15.896 25.688 22.170
H -15.660 24.578 20.900
H -17.767 23.264 19.857
H -17.688 22.533 21.385
H -19.950 22.081 20.488
H -20.132 23.736 19.814
H -20.244 22.932 22.750
H -21.465 23.431 21.645
H -20.807 27.036 21.563
H -20.604 25.854 20.317
H -22.037 25.925 21.301
H -20.825 26.142 24.195
H -22.070 24.888 23.770
H -20.744 24.399 24.422
H -17.848 26.696 20.249
H -18.938 25.530 19.543
H -17.181 25.352 19.411
H -18.669 26.965 22.104
C -16.635 32.788 12.376
C -15.655 32.385 11.241
C -14.330 33.219 11.302
C -13.292 32.885 12.318
C -12.919 31.356 12.126
C -14.293 30.443 12.080
N -15.300 30.969 11.174
O -16.450 30.183 11.059
C -13.871 28.988 11.611
C -14.916 30.215 13.429
C -16.314 32.710 9.823
H -17.242 31.914 12.617
H -17.364 33.482 11.959
H -16.182 33.334 13.203
H -13.829 33.183 10.335
H -14.589 34.245 11.563
H -13.725 33.023 13.309
H -12.346 33.421 12.243
H -12.298 31.150 12.998
H -12.448 31.320 11.144
H -13.687 29.006 10.537
H -12.985 28.625 12.133
H -14.614 28.228 11.853
H -14.273 29.667 14.117
H -15.192 31.191 13.830
H -15.826 29.617 13.367
H -16.171 33.750 9.530
H -17.387 32.520 9.857
H -15.904 32.061 9.049
H -16.183 29.628 10.323
C -33.367 16.850 11.235
C -34.125 16.793 12.622
C -33.920 18.117 13.390
C -34.747 19.281 12.847
C -36.192 18.882 12.904
C -36.520 17.515 12.197
N -35.568 16.522 12.633
O -35.833 15.267 12.074
C -37.890 17.198 12.634
C -36.444 17.716 10.695
C -33.312 15.804 13.427
H -32.295 16.779 11.424
H -33.511 17.829 10.779
H -33.580 16.075 10.499
H -34.288 18.026 14.412
H -32.896 18.490 13.382
H -34.307 19.678 11.932
H -34.578 20.166 13.462
H -36.767 19.616 12.339
H -36.483 18.843 13.954
H -38.578 18.038 12.537
H -38.229 16.377 12.003
H -37.886 16.806 13.651
H -35.606 18.317 10.340
H -36.410 16.814 10.083
H -37.306 18.315 10.401
H -32.238 15.991 13.435
H -33.336 14.752 13.140
H -33.619 15.843 14.472
H -35.816 15.369 11.120
C -24.791 28.851 13.186
C -25.119 27.938 12.030
C -24.040 26.843 11.780
C -24.256 25.732 12.799
C -25.718 25.255 12.609
C -26.863 26.318 12.837
N -26.518 27.430 11.944
O -27.487 28.352 11.721
C -28.199 25.597 12.381
C -27.088 26.843 14.281
C -24.745 28.878 10.816
H -24.738 28.454 14.200
H -25.214 29.855 13.151
H -23.734 29.108 13.128
H -24.082 26.487 10.751
H -23.008 27.193 11.805
H -23.977 26.020 13.812
H -23.500 24.964 12.638
H -25.921 24.430 13.291
H -25.841 24.799 11.626
H -29.188 26.032 12.526
H -28.240 25.413 11.307
H -28.360 24.700 12.979
H -26.208 26.922 14.919
H -27.498 27.846 14.401
H -27.681 26.167 14.898
H -24.962 28.383 9.869
H -23.721 29.227 10.947
H -25.193 29.871 10.835
H -27.469 28.976 12.451
C -36.935 26.319 5.618
C -35.791 27.126 6.171
C -34.509 26.179 6.307
C -33.726 25.948 5.039
C -33.293 27.352 4.492
C -34.499 28.288 4.130
N -35.455 28.335 5.298
O -36.495 29.155 4.997
C -33.854 29.677 3.813
C -35.118 27.760 2.803
C -36.128 27.638 7.653
H -37.067 26.525 4.556
H -37.880 26.552 6.109
H -36.812 25.236 5.610
H -33.803 26.626 7.006
H -34.624 25.283 6.917
H -34.324 25.324 4.375
H -32.797 25.423 5.261
H -32.610 27.313 3.643
H -32.792 27.805 5.348
H -34.594 30.346 3.373
H -33.365 30.054 4.711
H -33.180 29.546 2.967
H -36.017 28.351 2.629
H -34.359 27.990 2.055
H -35.431 26.723 2.677
H -36.178 26.730 8.253
H -37.060 28.183 7.801
H -35.315 28.152 8.167
H -36.085 30.020 5.066
*
```

As for the HOMO-LUMO gap: 7.88 eV. The calculation puts the HOMO energy at -7.87 eV. The value obtained for the LUMO energy is 0.01 eV.

---

No. 5
A 2-piece molecular cluster, C2H2ClI overall. Source: OMol25; level of theory: ωB97M-V with the def2-TZVPD basis set.

ORCA input file:
```
! wB97M-V def2-TZVPD RIJCOSX def2/J DEFGRID3
* xyz 0 1
C 0.744 -0.464 0.032
C -0.081 0.507 -0.216
Cl 2.493 -0.352 0.002
I -3.569 0.067 0.055
H 0.275 -1.334 0.481
H 0.139 1.577 -0.354
*
```

As for the HOMO-LUMO gap (alpha / beta): 5.67 / 5.64 eV. The calculation puts the HOMO energy (alpha / beta) at -9.45 / -9.42 eV. The value obtained for the LUMO energy (alpha / beta) is -3.78 / -3.78 eV.

---

No. 6
C11H11NO as an isolated structure. Source: OMol25; level of theory: ωB97M-V with the def2-TZVPD basis set.

ORCA input file:
```
! wB97M-V def2-TZVPD RIJCOSX def2/J DEFGRID3
* xyz 0 1
C 0.245 -0.383 1.265
C 1.342 -0.144 0.565
C 3.128 0.892 -1.059
C -0.608 -0.268 -1.365
C 2.904 0.438 -2.291
C 0.372 -0.309 -2.440
C -1.273 -0.103 1.227
C 1.643 0.773 -0.614
C -1.306 -1.221 -0.725
C 1.455 0.305 -2.072
C -3.146 0.281 2.582
N -1.951 -0.903 0.432
O -1.793 0.441 2.364
H 0.368 -0.799 2.273
H 2.230 -0.687 0.961
H 4.007 1.376 -0.733
H -0.566 0.630 -0.849
H 3.714 0.236 -3.055
H 0.119 -0.838 -3.346
H 1.144 1.805 -0.450
H -1.392 -2.298 -0.894
H -3.420 -0.659 3.030
H -3.866 0.529 1.781
H -3.351 0.907 3.412
*
```

As for the HOMO-LUMO gap: 8.40 eV. The calculation puts the HOMO energy at -7.74 eV. The value obtained for the LUMO energy is 0.66 eV.

---

No. 7
One molecule with the formula C25H26N2O6. Source: OMol25; level of theory: ωB97M-V with the def2-TZVPD basis set.

ORCA input file:
```
! wB97M-V def2-TZVPD RIJCOSX def2/J DEFGRID3
* xyz 0 1
C 3.027 2.094 0.313
C 2.244 3.300 0.816
C 1.837 4.227 -0.329
C 0.935 5.381 0.129
C -0.569 5.094 0.042
O -0.983 4.016 0.858
C -1.030 2.745 0.378
C -1.109 1.747 1.353
C -1.149 0.418 0.997
C -1.131 0.046 -0.342
C -1.133 -1.417 -0.722
C 0.099 -2.120 -0.200
C 1.427 -1.658 -0.633
O 1.572 -0.568 -1.160
C 2.551 -2.566 -0.423
C 2.640 -3.932 -0.276
C 4.011 -4.238 -0.240
C 4.676 -3.044 -0.368
C 6.127 -2.729 -0.379
O 3.801 -2.042 -0.491
C -0.285 -3.002 0.747
O 0.398 -3.804 1.567
C -1.768 -3.020 0.846
O -2.393 -3.732 1.610
N -2.221 -2.125 -0.068
C -3.534 -1.819 -0.330
C -4.691 -2.321 0.323
C -5.715 -1.698 -0.328
C -7.186 -1.759 -0.159
O -5.213 -0.899 -1.286
N -3.860 -0.978 -1.285
C -1.093 1.033 -1.311
C -1.039 2.369 -0.962
H 3.904 2.413 -0.247
H 3.360 1.483 1.150
H 2.411 1.474 -0.334
H 1.357 2.953 1.346
H 2.855 3.864 1.526
H 2.745 4.642 -0.773
H 1.337 3.643 -1.102
H 1.183 5.640 1.161
H 1.117 6.263 -0.489
H -1.116 5.962 0.426
H -0.863 4.945 -1.000
H -1.121 2.044 2.390
H -1.187 -0.340 1.768
H -1.231 -1.506 -1.809
H 1.829 -4.626 -0.218
H 4.452 -5.207 -0.134
H 6.382 -2.167 -1.276
H 6.706 -3.646 -0.349
H 6.385 -2.114 0.483
H -0.260 -4.255 2.129
H -4.722 -3.020 1.130
H -7.659 -2.055 -1.093
H -7.571 -0.777 0.114
H -7.438 -2.473 0.618
H -1.093 0.758 -2.354
H -1.006 3.102 -1.752
*
```

As for the HOMO-LUMO gap: 7.71 eV. The structure (SMILES) is CCCCCOc1ccc([C@H]2C(C(=O)c3ccc(C)o3)=C(O)C(=O)N2c2cc(C)on2)cc1. The calculation puts the HOMO energy at -8.08 eV. The value obtained for the LUMO energy is -0.37 eV.

---

No. 8
One molecule with the formula C3H4N2OS. Source: OMol25; level of theory: ωB97M-V with the def2-TZVPD basis set.

ORCA input file:
```
! wB97M-V def2-TZVPD RIJCOSX def2/J DEFGRID3
* xyz 0 1
C -0.285 1.802 0.161
C 1.899 0.496 -0.324
C -0.159 -0.501 -0.307
N -0.919 0.790 0.096
N 1.175 -0.584 0.042
O 3.967 -0.737 0.236
S 3.532 0.635 -0.075
H -0.247 2.883 0.183
H -0.890 -1.221 0.096
H -0.367 -0.502 -1.350
H 1.325 -1.248 0.819
*
```

As for the HOMO-LUMO gap (alpha / beta): 6.96 / 6.96 eV. The calculation puts the HOMO energy (alpha / beta) at -7.78 / -7.79 eV. The value obtained for the LUMO energy (alpha / beta) is -0.83 / -0.83 eV.

---

No. 9
A 2-piece molecular cluster, C4H14NO2 overall. Source: OMol25; level of theory: ωB97M-V with the def2-TZVPD basis set.

ORCA input file:
```
! wB97M-V def2-TZVPD RIJCOSX def2/J DEFGRID3
* xyz 2 2
O 0.073 0.113 1.940
C -0.596 0.887 0.964
C -0.921 -0.183 -0.108
N 0.388 -0.479 -0.859
C 1.006 -1.828 -0.426
C -2.017 0.316 -1.024
H -0.164 0.393 2.868
H -1.570 1.130 1.231
H -0.082 1.846 0.609
H -1.220 -0.986 0.535
H 1.020 0.234 -0.545
H 0.141 -0.640 -1.877
H 1.768 -1.988 -1.216
H 1.520 -1.703 0.523
H 0.273 -2.572 -0.396
H -2.934 0.426 -0.409
H -2.174 -0.207 -1.993
H -1.925 1.364 -1.223
H 2.530 1.914 -0.085
H 2.456 0.923 1.212
O 2.428 1.038 0.280
*
```

As for the HOMO-LUMO gap (alpha / beta): 12.87 / 5.42 eV. The calculation puts the HOMO energy (alpha / beta) at -20.53 / -20.50 eV. The value obtained for the LUMO energy (alpha / beta) is -7.66 / -15.08 eV. Its expectation value of S² is 0.755.